Molecular formula: C3H3BrO2
Method: DFT, ωB97M-V/def2-TZVPD

## Properties
HOMO level (alpha / beta) in eV: -10.168 / -10.171
HOMO-LUMO gap (alpha / beta) in eV: 9.062 / 9.063
Relative energy (zero: lowest compared OMol25 entry of this formula, charge and spin) in kcal per mole: 66.3
Energy in a.u.: -2840.479684
Maximum force in eV/Å: 5.11

Geometry as XYZ:
```
9
Properties=species:S:1:pos:R:3:forces:R:3:mulliken_charge:R:1
C 0.935788 0.987464 -0.415763 0.6 1.6 0.2 0.047
C -0.658229 -0.725617 0.840494 0.5 0.3 -3.6 -0.381
C 0.087544 -0.162772 -0.485312 -3.9 -1.8 2.8 0.241
O 1.849787 1.221237 -1.159270 0.2 -0.4 -0.4 -0.439
O -1.434725 0.310880 0.537104 0.7 0.7 -2.8 -0.422
Br -0.245299 -1.077908 -2.069621 0.0 0.4 0.2 -0.030
H 0.682353 1.707894 0.364415 -0.2 -0.1 0.5 0.359
H -1.052181 -1.714031 0.691715 -0.1 -0.6 -0.1 0.327
H -0.165036 -0.547148 1.696239 2.2 -0.1 3.2 0.297
```
Forces are in eV/Å.

---

Molecular formula: C22H52Cl2N8O28
Method: DFT, ωB97M-V/def2-TZVPD

## Properties
HOMO level in eV: -10.712
HOMO-LUMO gap in eV: 10.380
Energy in a.u.: -4333.696426
Maximum force in eV/Å: 4.96

Geometry as XYZ:
```
112
Properties=species:S:1:pos:R:3:forces:R:3:mulliken_charge:R:1
Cl 0.777125 7.897374 3.989856 0.1 0.0 0.1 -0.158
C 1.549955 9.496040 3.907716 -0.5 1.3 0.6 -0.450
C 0.833561 10.518941 4.878875 -0.2 -1.2 -0.9 -0.428
Cl 1.209419 10.008939 6.538716 0.1 0.3 0.3 -0.177
H 1.500735 9.790811 2.859480 -0.1 0.2 0.2 0.304
H 2.591722 9.420035 4.219255 -0.1 -0.2 -0.1 0.309
H -0.251620 10.459913 4.795252 0.1 -0.3 -0.2 0.284
H 1.062737 11.573594 4.726305 0.6 -0.2 0.0 0.318
C 4.151638 5.264242 -0.538489 1.4 -0.8 -0.6 -0.709
N 2.791023 4.936422 -1.035110 -1.9 -1.2 -2.3 0.795
O 1.875918 5.428443 -0.402098 0.5 -0.5 -0.6 -0.464
O 2.612549 4.199940 -2.101740 1.3 2.7 4.0 -0.492
H 4.741573 4.353803 -0.644193 0.0 0.0 -0.1 0.274
H 4.246651 5.606163 0.492122 -1.0 -0.1 -0.1 0.309
H 4.617532 6.012479 -1.179745 -0.4 0.0 -0.2 0.286
C -7.613759 1.084171 5.594599 0.2 -0.4 -0.3 -0.698
N -6.410672 1.313179 4.704992 2.1 -1.6 -1.6 0.810
O -6.470082 2.019862 3.696813 -0.8 -0.3 1.8 -0.498
O -5.405705 0.592082 4.911989 -2.1 1.4 0.5 -0.487
H -8.484130 1.575144 5.159310 0.4 0.3 0.3 0.315
H -7.384571 1.303217 6.637485 0.1 0.6 -0.3 0.276
H -7.779947 0.006946 5.586574 0.1 0.0 -0.3 0.284
C 6.217693 -5.985533 -5.956253 -0.1 0.2 -0.3 -0.672
N 5.143068 -6.155317 -4.959260 0.3 0.5 -0.2 0.866
O 5.422497 -6.675724 -3.904058 -0.1 -0.2 0.3 -0.531
O 4.071487 -5.716338 -5.291120 -0.8 -0.1 0.2 -0.514
H 6.078785 -4.999251 -6.399048 0.3 0.1 0.4 0.286
H 5.960376 -6.654518 -6.777435 0.5 -0.4 0.3 0.266
H 7.154207 -6.139234 -5.420155 0.0 -0.1 -0.6 0.299
C -4.296481 3.786087 -2.404432 1.2 0.7 -0.7 -0.685
N -4.621654 5.106422 -3.128340 0.8 1.1 0.6 0.860
O -5.145497 5.111453 -4.215834 -0.3 -0.8 0.1 -0.517
O -4.220619 6.142663 -2.581703 -0.5 -1.4 -0.1 -0.514
H -3.422134 4.068363 -1.817974 -0.6 0.0 0.6 0.326
H -3.854329 3.106467 -3.132947 -0.7 0.0 -0.3 0.256
H -5.132910 3.349151 -1.858913 0.1 0.4 -0.2 0.275
C 6.445180 0.595647 1.532574 0.3 -0.6 0.4 -0.603
N 7.564547 1.403129 2.176491 1.2 -1.9 2.2 0.798
O 8.086345 2.269840 1.532479 -0.2 0.5 -0.3 -0.500
O 8.015554 0.990516 3.298246 -1.8 1.1 -3.0 -0.496
H 6.931830 -0.192230 0.957663 0.3 0.0 0.2 0.275
H 5.827251 1.115464 0.800420 0.2 0.6 0.6 0.229
H 5.892021 0.107503 2.334969 0.0 0.3 -0.1 0.298
C -2.504415 -5.586500 -0.678291 0.1 -0.4 -0.5 -0.658
N -1.575653 -6.179205 -1.662139 2.4 -0.7 0.9 0.860
O -1.929884 -6.642027 -2.702250 -1.4 0.0 -1.1 -0.530
O -0.412071 -6.271473 -1.278514 -0.2 0.4 0.2 -0.525
H -1.864367 -4.939352 -0.078588 -0.6 0.3 -0.2 0.289
H -2.795459 -6.449104 -0.078864 -0.3 0.2 0.0 0.272
H -3.321990 -5.182909 -1.275605 0.0 0.3 0.6 0.293
C 6.356749 2.549737 -5.615751 -0.7 0.0 -0.3 -0.646
N 5.326228 1.414078 -5.700502 -2.0 0.2 2.5 0.808
O 4.466303 1.288908 -4.778413 2.4 0.7 -1.8 -0.496
O 5.353558 0.691946 -6.657761 0.5 0.0 -0.4 -0.492
H 7.284837 2.172658 -5.186153 -0.2 -0.2 -0.2 0.268
H 5.986736 3.394156 -5.034240 -0.3 -0.5 0.3 0.262
H 6.462949 2.909361 -6.639217 0.3 -0.4 0.1 0.295
C -2.474314 5.892947 7.757005 0.0 -0.2 -0.5 -0.688
N -2.706631 4.502649 8.228088 -0.8 -1.5 1.8 0.830
O -3.852322 4.039505 8.233045 1.1 0.9 -0.7 -0.509
O -1.774198 3.912741 8.764188 -0.2 0.7 -0.9 -0.501
H -1.837338 5.855022 6.873312 0.1 -0.1 0.2 0.283
H -1.947384 6.386860 8.573397 -0.3 0.1 -0.2 0.277
H -3.439282 6.308712 7.467057 0.2 0.1 0.4 0.305
C 3.450961 -5.733217 3.300292 -0.3 0.0 -0.1 -0.524
O 4.644754 -5.380230 3.951478 3.9 0.6 -0.6 -0.347
C 5.957264 -5.452594 3.269507 -1.6 -0.6 2.6 0.729
O 6.987175 -5.126513 3.822106 -2.0 -0.2 -1.1 -0.516
O 5.799695 -6.082647 2.121832 -0.2 0.0 -0.7 -0.284
C 6.997005 -6.472297 1.422563 0.4 0.1 0.3 -0.605
H 3.385585 -6.803614 3.105144 0.2 0.1 -0.5 0.258
H 3.311474 -5.092974 2.429240 -0.2 -0.4 -0.2 0.239
H 2.656177 -5.523730 4.016214 0.1 0.2 0.0 0.246
H 6.740059 -7.053844 0.537192 -0.4 0.2 0.2 0.231
H 7.586023 -7.092985 2.097765 0.2 0.1 -0.1 0.298
H 7.555889 -5.587277 1.118434 0.0 -0.1 0.1 0.275
C -8.769651 -4.777670 3.305017 -1.2 -1.8 0.0 -0.668
O -8.085605 -3.634824 2.967194 -0.4 1.1 1.3 -0.300
C -7.268565 -3.550322 1.952698 0.2 -2.5 -2.0 0.818
O -6.945374 -4.390254 1.131188 -0.6 -0.2 1.0 -0.603
O -6.865824 -2.343263 1.927727 1.0 3.6 -0.1 -0.265
C -5.907609 -1.936481 0.972243 1.4 -0.1 -1.1 -0.740
H -9.299606 -4.659961 4.250200 0.6 0.5 0.2 0.243
H -8.122609 -5.652485 3.369323 0.0 0.0 -0.1 0.301
H -9.603634 -4.965442 2.628749 0.3 -0.2 -0.5 0.298
H -5.889206 -2.474872 0.024664 -0.8 -0.5 0.2 0.337
H -4.896493 -2.102170 1.344092 -0.1 0.2 0.4 0.323
H -6.007888 -0.891402 0.679240 -0.4 0.0 0.7 0.252
C 0.030891 1.619273 2.276610 -2.2 -0.6 1.1 -0.691
O 0.978677 0.781560 1.650290 1.1 -0.5 -1.0 -0.282
C 0.566477 -0.032276 0.615772 -2.5 2.3 0.5 0.799
O -0.578169 0.023127 0.196782 1.3 -0.7 0.1 -0.603
O 1.576480 -0.723994 0.181994 1.6 -1.0 0.0 -0.284
C 1.563064 -1.539035 -1.002472 -0.6 -0.4 -0.8 -0.666
H -0.690138 2.157921 1.661732 0.7 0.0 -0.7 0.287
H 0.403917 2.293088 3.047919 1.1 -0.1 -0.6 0.270
H -0.635522 0.993218 2.869946 -0.1 -0.4 0.0 0.312
H 2.147211 -2.457438 -0.943847 0.2 0.2 1.1 0.257
H 2.038147 -1.033313 -1.843097 -0.4 0.6 0.2 0.288
H 0.566671 -1.888095 -1.273472 -0.2 0.5 0.1 0.310
C -1.872247 -0.138048 -6.182498 0.7 0.4 1.9 -0.684
O -2.868674 -0.143413 -7.182064 0.9 1.0 -0.2 -0.274
C -2.866482 -1.200160 -7.971200 -1.1 -2.4 0.8 0.806
O -2.138469 -2.166400 -7.887117 -0.1 0.9 -0.6 -0.556
O -4.005313 -1.144705 -8.664037 0.2 1.3 -0.7 -0.326
C -4.508538 -2.284463 -9.328821 0.0 -0.1 -0.4 -0.635
H -0.987664 -0.757885 -6.328791 -0.5 -0.4 -0.5 0.322
H -2.354652 -0.389787 -5.238024 0.0 -0.6 0.0 0.263
H -1.463708 0.841191 -5.932927 -0.4 0.5 -0.9 0.266
H -5.258371 -1.963190 -10.051753 -0.3 0.4 0.5 0.238
H -4.956457 -2.883542 -8.535998 0.2 -0.6 -0.5 0.283
H -3.778048 -2.747565 -9.992165 0.3 -0.5 0.7 0.297
```
Forces are in eV/Å.

---

> The highest energy belongs to which entry?

C3H3BrO2

---

> Which value of energy does entry 2 give?

-4333.696426 a.u.

---

> What is the energy in the first record?

-2840.479684 a.u.

---

> Which formula does entry 1 have?

C3H3BrO2